1.
# C5H10FP

One molecule with the formula C5H10FP in a non-equilibrium geometry (wB97M-V/def2-TZVPD, the OMol25 dataset).

Element x y z (Å)
C1 -0.8523 -0.5922 -0.9150
C2 0.4109 -0.3425 -0.7601
C3 -1.5782 -1.0065 -2.2176
C4 0.8740 1.6943 1.0469
C5 1.1651 0.1701 0.8079
F1 2.5630 -0.0144 0.6266
P1 0.5965 -0.9723 2.1645
H1 -1.5655 -0.6077 -0.0851
H2 1.3138 -0.3546 -1.4174
H3 -2.2487 -0.2574 -2.5787
H4 -0.8976 -1.1507 -2.9846
H5 -2.0611 -1.8957 -2.1050
H6 0.7874 1.8736 2.0677
H7 1.7548 2.2408 0.6802
H8 0.0798 2.0193 0.4625
H9 -0.8443 -0.9443 2.0613
H10 0.5021 0.1400 3.1459

The calculation puts the HOMO energy at -9.59 eV. The SMILES is C/C=C/[C@](C)(F)P. For the HOMO-LUMO gap, the calculation gives 10.57 eV.

---

2.
# C5H10GdO3

C5H10GdO3 as an isolated structure in a non-equilibrium geometry (wB97M-V/def2-TZVPD, the OMol25 dataset).

Element x y z (Å)
C1 2.4257 -2.0422 -1.5227
O1 1.5176 -1.3542 -0.6679
C2 1.6366 -1.7158 0.7176
C3 0.5122 -1.1072 1.5123
H1 2.1405 -1.8227 -2.5566
H2 3.4504 -1.6950 -1.3320
H3 2.3565 -3.1215 -1.3300
H4 2.6278 -1.4008 1.0761
H5 1.6106 -2.8148 0.7723
H6 0.9687 -0.5335 2.3334
H7 -0.2140 -1.7624 2.0185
O2 -0.1447 2.3696 -0.8533
C4 -1.3115 2.6647 -0.2589
C5 -2.2295 1.6731 -0.0204
O3 -2.1406 0.5495 -0.7797
Gd1 -0.0577 0.2362 -1.3173
H8 -1.5911 3.7217 -0.1494
H9 -3.2383 1.9635 0.3091
H10 -0.2376 -0.3020 1.0837

The calculation puts the HOMO energy (alpha / beta) at -10.94 / -12.74 eV. As for the charge: +1. Its multiplicity is 8. For the HOMO-LUMO gap (alpha / beta), the calculation gives 5.59 / 9.12 eV.

---

3.
# C5H10HgO3

C5H10HgO3 as an isolated structure in a non-equilibrium geometry (wB97M-V/def2-TZVPD, the OMol25 dataset).

Element x y z (Å)
C1 -2.6618 1.6608 -0.0189
O1 -1.7412 0.6099 0.0176
C2 -2.3457 -0.7235 0.0291
C3 -1.2856 -1.7797 0.0035
H1 -2.1073 2.6081 0.0110
H2 -3.2671 1.6294 -0.9426
H3 -3.3508 1.6223 0.8445
H4 -3.0162 -0.7466 -0.8531
H5 -2.9956 -0.7467 0.9268
H6 -1.2786 -2.4771 0.8557
H7 -1.3681 -2.4007 -0.9043
O2 2.6100 -0.0397 -1.5259
C4 3.6017 0.0071 -0.8118
C5 3.5161 0.1715 0.6739
O3 2.2761 0.4234 1.1403
Hg1 0.5344 -0.0260 -0.1641
H8 4.6180 0.0373 -1.2660
H9 4.2769 0.9676 0.8992
H10 3.9849 -0.7974 1.0853

The calculation puts the HOMO energy (alpha / beta) at -0.48 / -3.41 eV. As for the charge: -1. Its multiplicity is 2. For the HOMO-LUMO gap (alpha / beta), the calculation gives 4.30 / 7.19 eV.

---

4.
# C5H10IN3O2

A 2-piece molecular cluster, C5H10IN3O2 overall in a non-equilibrium geometry (wB97M-V/def2-TZVPD, the OMol25 dataset).

Element x y z (Å)
C1 -10.1182 -1.3765 -0.7412
C2 3.7213 0.7969 0.2957
C3 -8.9706 -2.0893 -0.7589
C4 3.3981 3.1405 -0.1701
C5 3.9631 -1.4375 1.3165
N1 4.2283 1.9430 -0.1455
N2 2.3723 0.6645 0.2012
N3 4.4322 -0.3484 0.4485
O1 -11.0324 -0.8067 -0.9610
O2 1.6656 -0.0634 0.8547
I1 5.6401 -0.8836 -1.1964
H1 -9.0547 -3.1440 -1.2164
H2 -8.3392 -1.4744 -1.4747
H3 -8.3208 -2.2156 0.1027
H4 3.6926 3.6655 0.7316
H5 3.7227 3.6956 -1.0276
H6 2.4559 2.7051 -0.0476
H7 4.5584 -2.1984 1.1233
H8 2.8942 -1.6973 1.0765
H9 3.9713 -0.9136 2.2494
H10 5.1197 2.0375 -0.6604

The calculation puts the HOMO energy (alpha / beta) at -14.91 / -14.91 eV. As for the charge: +2. For the HOMO-LUMO gap (alpha / beta), the calculation gives 7.40 / 7.40 eV.

---

5.
# C5H10INS

One molecule with the formula C5H10INS in a non-equilibrium geometry (wB97M-V/def2-TZVPD, the OMol25 dataset).

Element x y z (Å)
C1 -0.5888 1.1426 0.1085
C2 0.0326 0.2471 0.9884
C3 -0.8019 2.5933 0.5642
C4 1.8648 -2.0459 -0.7715
C5 0.4516 -1.3069 -0.6883
N1 0.5238 -0.8651 0.7298
S1 -2.5234 -1.7404 0.8950
I1 -2.8413 0.1659 -0.4437
H1 -0.3122 1.1794 -0.9710
H2 -0.0215 0.5284 2.0781
H3 0.2458 2.9116 0.9439
H4 -1.2398 3.2721 -0.2098
H5 -1.5299 2.6195 1.4011
H6 1.9003 -2.8903 -0.1260
H7 2.2175 -2.1990 -1.7920
H8 2.4920 -1.2167 -0.4053
H9 0.5040 -0.3859 -1.2751
H10 -0.3737 -2.0095 -1.0262

The calculation puts the HOMO energy (alpha / beta) at -8.03 / -8.03 eV. For the HOMO-LUMO gap (alpha / beta), the calculation gives 6.63 / 6.63 eV.

---

6.
# C5H10IP

One molecule with the formula C5H10IP in a non-equilibrium geometry (wB97M-V/def2-TZVPD, the OMol25 dataset).

Element x y z (Å)
C1 -0.9578 0.6596 -0.6486
C2 -0.8543 0.3330 0.8765
C3 0.4614 0.3561 -1.2421
C4 0.1879 -0.7501 0.9744
C5 1.2200 -0.2169 -0.0781
P1 2.6885 0.4530 0.2151
I1 3.3694 2.8246 0.4997
H1 -1.7289 -0.0088 -0.9388
H2 -1.3258 1.6973 -0.6676
H3 -0.5160 1.3008 1.3493
H4 -1.8858 0.0272 1.2662
H5 0.2990 -0.4109 -1.9013
H6 0.9543 1.1749 -1.7053
H7 0.6022 -0.8857 2.0066
H8 -0.3361 -1.6770 0.4668
H9 3.4732 0.3073 -0.9642
H10 2.9437 -0.0655 1.4554

The calculation puts the HOMO energy (alpha / beta) at -5.00 / -9.05 eV. Its multiplicity is 3. For the HOMO-LUMO gap (alpha / beta), the calculation gives 5.69 / 7.35 eV.

---

7.
# C5H10IrMgO3

C5H10IrMgO3 as an isolated structure in a non-equilibrium geometry (wB97M-V/def2-TZVPD, the OMol25 dataset).

Element x y z (Å)
O1 -0.4992 -1.5828 -1.3600
C1 -1.2108 -0.5132 -1.8958
C2 -1.9412 0.3146 -0.8431
O2 -1.0163 0.4880 0.2353
C3 -1.2676 1.5237 1.1661
Mg1 0.0331 -1.2439 0.4563
H1 -1.9574 -0.8292 -2.6476
H2 -0.4897 0.1655 -2.3956
H3 -2.8395 -0.1937 -0.4572
H4 -2.2523 1.2942 -1.2352
H5 -1.0197 1.1188 2.1541
H6 -0.5966 2.3705 0.9624
H7 -2.3145 1.8482 1.0680
C4 2.0767 -1.6542 1.1494
C5 2.7262 -0.7266 0.3008
O3 2.8879 0.4695 0.6952
Ir1 2.2706 2.2846 0.2061
H8 2.0151 -1.3889 2.2133
H9 2.2097 -2.7090 0.8833
H10 3.1855 -1.0360 -0.6559

The calculation puts the HOMO energy (alpha / beta) at -12.33 / -12.33 eV. As for the charge: +1. Its multiplicity is 5. For the HOMO-LUMO gap (alpha / beta), the calculation gives 8.11 / 5.93 eV.

---

Energy above the lowest of the compared OMol25 structures with the same formula, charge and spin list, top to bottom, in eV: 1.145; 0.000; 0.000; 1.073; 1.868; 0.000; 0.000